Below is 40 unconnected molecules or ions with the total composition H80O40, with properties calculated with the ωB97M-V functional and the def2-TZVPD basis.

XYZ file:
```
120
H80O40 (the ωB97M-V functional and the def2-TZVPD basis)
H -1.380 4.136 0.646
H -0.344 3.302 1.575
O -0.556 4.124 1.123
H -0.300 -5.914 1.001
H -1.777 -5.839 1.129
O -1.058 -6.407 1.435
H -0.918 2.091 4.261
H -1.700 2.091 5.563
O -0.839 1.889 5.206
H -1.584 -2.180 -3.220
H -0.712 -1.412 -1.925
O -1.396 -1.386 -2.665
H 1.938 4.258 1.733
H 1.554 3.573 0.370
O 2.231 3.718 1.012
H -0.376 0.372 4.372
O -0.246 -0.256 3.612
H 3.012 0.880 1.291
O 2.387 0.287 1.685
H -0.441 -3.508 5.185
H -0.323 -2.928 3.644
O -0.048 -2.913 4.562
H -4.614 -0.499 -0.803
H -4.866 0.387 -2.091
O -4.868 0.367 -1.127
H 2.751 -1.238 4.821
H 1.465 -2.309 4.593
O 2.443 -2.125 4.583
H -0.986 -2.800 1.582
H -1.885 -1.704 1.405
O -1.980 -2.643 1.704
H -0.416 2.556 -1.330
O -0.040 2.417 -2.193
H 4.602 -1.462 1.127
H 5.745 -1.507 -0.016
O 5.540 -1.204 0.851
H 2.169 2.546 4.313
H 2.001 2.188 2.764
O 1.873 2.819 3.450
H 0.018 0.556 2.019
H 0.929 1.609 1.204
O 0.088 1.186 1.281
H -4.559 -2.505 -2.868
H -5.592 -2.641 -1.659
O -5.015 -1.994 -2.098
H -0.265 6.126 -1.012
H 0.012 4.843 -0.380
O -0.222 5.202 -1.267
H 2.406 1.268 -0.176
H 3.068 0.580 -1.318
O 2.338 0.487 -0.720
H -0.725 -4.561 -4.375
O -0.956 -4.422 -3.444
H -3.125 -4.874 -0.723
H -3.042 -3.509 0.126
O -2.800 -4.466 0.100
H 3.114 5.514 -2.646
O 2.695 4.798 -2.143
H 4.159 2.644 -2.996
H 4.434 3.014 -4.433
O 4.266 2.231 -3.892
H 3.841 -0.622 -3.759
H 4.745 -0.046 -2.729
O 4.299 -0.866 -2.924
H 2.716 -2.130 3.006
H 4.217 -2.131 3.166
O 3.554 -1.988 2.438
H 1.166 0.544 5.748
H 1.852 1.653 6.439
O 1.621 1.395 5.548
H -2.360 2.383 -3.075
H -2.881 3.625 -3.836
O -3.059 3.038 -3.103
H 1.053 -1.066 -5.203
H 1.558 -0.790 -3.705
O 1.496 -0.478 -4.609
H -2.634 -0.948 5.022
H -1.746 -1.295 6.135
O -2.485 -1.708 5.581
H 0.350 -2.914 -2.247
H 1.330 -2.335 -1.069
O 0.987 -2.222 -2.073
H -3.103 1.471 0.579
H -4.223 2.295 1.146
O -3.367 1.937 1.382
H -2.538 4.301 -1.601
H -3.393 3.692 -0.429
O -2.489 3.791 -0.752
H 3.323 -4.413 -0.161
O 2.778 -3.942 -0.803
H -0.753 -0.200 -0.088
H -1.975 -0.743 -0.997
O -1.695 -0.416 -0.139
H -0.245 -4.758 -2.915
H -0.719 -1.014 3.919
H 1.739 4.785 -2.052
H 2.768 -0.620 1.567
H 0.887 2.592 -2.040
H 3.004 -4.473 -1.668
O 0.638 -1.698 0.507
H 0.591 -0.711 0.590
H 1.539 -1.809 0.218
O -4.709 1.536 -4.327
H -3.863 1.308 -4.685
H -4.487 2.143 -3.570
O -2.702 -0.400 -5.058
H -2.515 0.223 -4.378
H -2.004 -0.300 -5.698
O 0.240 -4.785 -1.061
H 0.887 -4.350 -0.543
H -0.684 -4.926 -0.891
O -2.545 1.128 3.859
H -2.838 1.403 2.961
H -3.319 1.051 4.414
O -0.777 0.945 -4.740
H -0.868 0.229 -4.078
H 0.197 1.098 -4.575
O 4.061 2.800 -0.889
H 3.672 3.667 -1.158
H 5.000 2.738 -0.926
```

Relative energy (zero: lowest compared OMol25 entry of this formula, charge and spin)   206.6 kcal/mol
Electronic energy   -83196.8569 eV
HOMO-LUMO gap   10.21 eV
Strongest force on any atom   4.92 eV/Å
2S+1   1

Below is 40 unconnected molecules or ions with the total composition H80O40, with properties calculated with the ωB97M-V functional and the def2-TZVPD basis.

XYZ file:
```
120
H80O40 (the ωB97M-V functional and the def2-TZVPD basis)
H -0.989 2.285 -4.704
H -1.021 0.987 -5.533
O -0.528 1.829 -5.443
H -1.939 -2.408 1.402
H -0.820 -3.508 1.070
O -1.064 -2.551 1.030
H 1.342 -2.390 -1.232
H 0.612 -3.444 -2.108
O 1.487 -3.040 -1.959
H 1.400 0.429 -1.966
H 1.350 1.426 -0.818
O 1.052 1.263 -1.697
H 4.441 0.856 0.269
H 4.063 -0.160 1.211
O 3.694 0.227 0.405
H 1.744 2.128 1.714
O 1.639 1.699 0.873
H 1.812 -6.171 -2.066
O 0.975 -6.016 -2.481
H -0.698 -0.667 -0.087
H -0.866 -0.378 1.293
O -0.554 0.080 0.453
H 0.818 0.853 4.099
H 2.284 1.029 3.823
O 1.625 0.337 3.854
H -4.929 -1.464 -0.985
H -6.358 -2.190 -1.094
O -5.444 -2.258 -0.741
H 3.780 -5.369 -1.706
H 3.207 -4.001 -1.917
O 3.990 -4.456 -1.659
H -0.416 4.725 3.025
O -0.550 5.681 3.059
H 1.432 3.095 -4.643
H 2.727 3.043 -5.181
O 2.307 3.371 -4.375
H -1.923 -3.971 3.011
H -3.357 -3.389 2.792
O -2.677 -3.986 2.435
H 2.586 3.225 2.460
H 2.698 3.911 3.813
O 2.029 3.820 3.116
H 1.163 5.304 -3.059
H 1.577 4.359 -1.842
O 1.633 5.225 -2.248
H -3.817 -4.668 -2.322
H -3.107 -4.374 -1.098
O -2.881 -4.719 -1.983
H -2.565 2.849 -0.046
H -3.713 3.702 -0.107
O -3.376 2.974 -0.657
H 1.349 0.007 6.685
O 0.643 -0.488 6.240
H 0.077 3.215 0.470
H -0.176 1.683 0.421
O -0.614 2.578 0.558
H 2.200 4.302 0.011
O 1.359 4.566 0.447
H 5.343 2.866 2.788
H 4.935 2.115 1.457
O 4.586 2.371 2.314
H -1.866 0.562 2.782
H -2.428 -0.830 2.376
O -2.084 -0.310 3.132
H -0.419 -5.433 0.026
H -1.093 -4.813 -1.187
O -0.928 -4.613 -0.246
H -0.801 5.113 -1.755
H -1.898 3.926 -1.868
O -1.763 4.885 -1.928
H 1.469 -2.129 1.143
H 1.000 -1.877 2.544
O 1.327 -2.608 1.981
H 2.666 -1.914 -4.495
H 1.596 -2.161 -3.447
O 1.686 -1.983 -4.432
H 5.189 -3.982 0.154
H 4.672 -3.823 1.526
O 5.503 -3.821 1.093
H 4.241 3.469 -0.495
H 3.439 2.210 -0.270
O 3.492 3.184 -0.008
H -1.756 -4.227 -3.255
H -0.910 -4.891 -4.299
O -0.958 -4.066 -3.760
H -3.071 2.442 5.190
H -2.888 0.833 5.300
O -3.547 1.616 5.220
H 4.340 2.230 -3.646
O 4.495 2.797 -2.832
H -2.881 -0.905 -3.406
H -3.234 -2.263 -3.511
O -3.672 -1.407 -3.690
H -0.201 -0.297 6.748
H 1.602 0.749 1.268
H 0.750 5.278 0.265
H 0.861 -5.072 -2.762
H 0.193 6.129 2.601
H 3.965 3.470 -3.247
O -1.259 2.184 2.992
H -1.211 2.643 2.106
H -0.364 2.405 3.233
O -1.208 -0.383 -4.447
H -1.592 0.441 -4.150
H -0.615 -1.016 -3.954
O -3.803 0.030 1.243
H -4.090 0.910 1.455
H -4.341 -0.734 1.459
O -1.581 1.260 -2.417
H -2.294 1.402 -1.753
H -0.720 0.889 -2.153
O -0.783 -1.874 -1.995
H -1.537 -2.514 -2.052
H -0.686 -1.961 -1.041
O 0.086 -2.236 4.359
H 0.145 -1.625 3.634
H 0.729 -1.874 4.993
O -5.525 -0.941 3.032
H -5.673 -0.640 2.143
H -5.339 -0.186 3.656
```

Relative energy (zero: lowest compared OMol25 entry of this formula, charge and spin)   194.4 kcal/mol
Electronic energy   -83185.0047 eV
Charge   +1
HOMO-LUMO gap (spin up / spin down)   9.51 / 2.68 eV
Strongest force on any atom   4.00 eV/Å
2S+1   2

Below is a molecular structure, H8N2Si2, with properties calculated with the ωB97M-V functional and the def2-TZVPD basis.

XYZ file:
```
12
H8N2Si2 (the ωB97M-V functional and the def2-TZVPD basis)
N 1.601 1.054 -0.111
N 1.344 -0.631 0.490
Si -1.801 0.453 -0.002
Si -0.166 -1.062 -0.243
H 1.816 1.121 -1.108
H 2.494 1.055 0.296
H 1.360 -0.426 1.428
H -2.907 0.021 -0.828
H -1.996 0.289 1.407
H -1.570 1.940 -0.192
H 0.156 -1.647 -1.741
H -0.330 -2.169 0.605
```

Relative energy (zero: lowest compared OMol25 entry of this formula, charge and spin)   109.7 kcal/mol
Electronic energy   -18861.7685 eV
HOMO-LUMO gap   10.06 eV
Strongest force on any atom   5.95 eV/Å
2S+1   1

Below is 4 unconnected molecules or ions with the total composition H8O3S2, with properties calculated with the ωB97M-V functional and the def2-TZVPD basis.

XYZ file:
```
13
H8O3S2 (the ωB97M-V functional and the def2-TZVPD basis)
S -1.704 0.231 1.130
S -1.722 -0.139 -0.990
H -2.899 -0.140 1.194
H -0.350 0.036 -0.920
H 2.090 -1.387 -2.992
H 2.726 -0.511 -4.054
O 1.951 -0.532 -3.447
H 3.277 -0.716 0.219
H 1.992 -0.018 0.808
O 2.896 0.160 0.376
H 0.373 -0.319 2.958
H 0.407 1.174 2.931
O 1.054 0.422 2.772
```

Relative energy (zero: lowest compared OMol25 entry of this formula, charge and spin)   35.7 kcal/mol
Electronic energy   -27932.7359 eV
Charge   +1
HOMO-LUMO gap (spin up / spin down)   7.30 / 4.73 eV
Strongest force on any atom   3.97 eV/Å
2S+1   2

Below is 4 unconnected molecules or ions with the total composition H8O4, with properties calculated with the ωB97M-V functional and the def2-TZVPD basis.

XYZ file:
```
12
H8O4 (the ωB97M-V functional and the def2-TZVPD basis)
O -2.030 -1.427 1.236
H -1.897 -1.857 0.522
H -1.640 -0.693 1.147
O -1.051 1.292 1.013
H -1.740 1.760 0.493
H -0.721 1.766 1.874
O 1.086 -0.444 -0.108
H 0.595 -0.930 0.495
H 0.575 0.435 0.037
O 2.612 -0.185 -2.421
H 2.101 0.585 -2.674
H 2.111 -0.302 -1.613
```

Relative energy (zero: lowest compared OMol25 entry of this formula, charge and spin)   52.7 kcal/mol
Electronic energy   -8318.3922 eV
HOMO-LUMO gap   10.68 eV
Strongest force on any atom   11.09 eV/Å
2S+1   1

Below is 4 unconnected molecules or ions with the total composition H8O4, with properties calculated with the ωB97M-V functional and the def2-TZVPD basis.

XYZ file:
```
12
H8O4 (the ωB97M-V functional and the def2-TZVPD basis)
O -1.019 -0.448 -2.905
H -0.640 -1.323 -3.059
H -0.305 0.172 -3.107
O 2.693 -1.256 2.373
H 2.341 -0.562 1.804
H 3.575 -0.949 2.612
O -1.760 2.114 1.250
H -1.205 1.377 0.926
H -2.609 1.991 0.813
O -0.569 -0.176 0.031
H 0.105 -0.843 0.202
H -0.607 -0.096 -0.941
```

Relative energy (zero: lowest compared OMol25 entry of this formula, charge and spin)   20.1 kcal/mol
Electronic energy   -8319.8043 eV
HOMO-LUMO gap   10.83 eV
Strongest force on any atom   0.51 eV/Å
2S+1   1